Molecular formula: C28H45Cl2LaN2P
Method: DFT, ωB97M-V/def2-TZVPD

Summary:
Highest occupied orbital energy (alpha / beta)   -1.5 / -1.5 eV
Total charge   -1
2S+1   1
Lowest unoccupied orbital energy (alpha / beta)   0.073 / 0.073 Ha

XYZ file:
```
79
C28H45Cl2LaN2P (ωB97M-V/def2-TZVPD)
P 0.1303 -0.9723 -3.9821
C 1.6918 -0.3532 -4.9323
C 1.9037 -0.7777 -6.3929
C 3.2838 -0.3460 -6.9034
C 3.5925 1.1389 -6.6646
C 3.2173 1.6145 -5.2541
C 1.8104 1.1693 -4.8462
C -1.2819 -0.0707 -4.8966
C -1.1212 0.0377 -6.4120
C -2.4066 0.5541 -7.0584
C -2.8819 1.8761 -6.4426
C -2.8724 1.8705 -4.9053
C -1.5820 1.3060 -4.2933
C -0.0387 -2.6471 -4.7966
C 1.1808 -3.5169 -4.4564
C 1.0799 -4.8695 -5.1680
C -0.2549 -5.5809 -4.9289
C -1.4659 -4.6813 -5.2002
C -1.3925 -3.3121 -4.5032
H 2.4984 -0.7922 -4.3212
H 1.1495 -0.2903 -7.0222
H 1.7831 -1.8602 -6.5461
H 3.3498 -0.5744 -7.9751
H 4.0503 -0.9637 -6.4176
H 4.6595 1.3159 -6.8490
H 3.0469 1.7435 -7.4029
H 3.9424 1.2228 -4.5285
H 3.2904 2.7056 -5.1996
H 1.6070 1.5115 -3.8255
H 1.0824 1.6369 -5.5266
H -2.1493 -0.7132 -4.6813
H -3.1873 -0.2100 -6.9549
H -0.8472 -0.9233 -6.8779
H -0.3172 0.7569 -6.6284
H -2.2383 0.6729 -8.1359
H -3.8928 2.0939 -6.8110
H -2.2410 2.6921 -6.8043
H -3.0472 2.8871 -4.5386
H -3.7222 1.2712 -4.5524
H -1.6992 1.2262 -3.2015
H -0.7480 1.9964 -4.4877
H -0.0317 -2.4886 -5.8851
H 2.1139 -3.0249 -4.7726
H 1.2467 -3.6458 -3.3664
H 1.2178 -4.7158 -6.2480
H 1.8992 -5.5124 -4.8372
H -0.2984 -5.9460 -3.8921
H -0.3182 -6.4675 -5.5712
H -2.3847 -5.1905 -4.8915
H -1.5483 -4.5067 -6.2841
H -2.2185 -2.6922 -4.8922
H -1.5501 -3.3876 -3.4179
La -0.1060 -0.5126 -0.6367
Cl -2.3882 -1.4665 -1.6065
Cl 2.2659 0.0190 -1.6589
C -0.6936 1.5736 0.2794
H -1.1255 1.4309 1.2988
C -0.5462 2.9525 -0.0451
C -1.1644 3.9355 0.7804
C -1.2462 5.2439 0.3309
C -0.6790 5.6270 -0.8945
C 0.0571 4.6904 -1.6507
C 0.1734 3.3719 -1.2191
H -1.5875 3.6112 1.7387
H -1.7622 5.9929 0.9356
H 0.5480 5.0006 -2.5879
H 0.7965 2.6246 -1.7423
H -0.7792 6.6599 -1.2630
C -1.0019 0.4174 4.8934
N 0.0550 -0.3958 4.2632
C 1.1263 -0.9010 5.1496
C 0.2201 -0.4156 2.9704
N 0.3588 -0.5319 1.8003
H -0.8298 0.3503 5.9813
H -1.9999 0.0297 4.6476
H -0.9192 1.4688 4.5669
H 1.2468 -1.9849 5.0421
H 2.0776 -0.3925 4.9167
H 0.8145 -0.6561 6.1698
```

Atom charges from the Löwdin analysis, given in e for atoms 1 to 4: atom 1 (P): 1.013, atom 2 (C): -0.452, atom 3 (C): -0.219, atom 4 (C): -0.201

Molecular formula: C28H45ClN4Re
Method: DFT, ωB97M-V/def2-TZVPD

Summary:
<S²>   3.876
Highest occupied orbital energy (alpha / beta)   3.0 / 0.5 eV
Total charge   -2
2S+1   4
Lowest unoccupied orbital energy (alpha / beta)   0.163 / 0.161 Ha

XYZ file:
```
79
C28H45ClN4Re (ωB97M-V/def2-TZVPD)
Re -0.3502 0.2476 -0.3815
Cl -1.5899 -1.2843 -1.6521
C -0.7647 3.9084 -1.6479
C -1.2014 1.7381 -1.2655
N -0.5389 2.6371 -2.1039
H -2.2078 4.6218 -0.1250
N -2.0151 2.5365 -0.4613
H -0.3239 4.7606 -2.1292
C 0.5507 2.2698 -3.0348
C 0.4793 3.2598 -4.1784
C 1.9027 2.3624 -2.3356
H 0.7214 4.2778 -3.8555
H 1.2030 2.9653 -4.9479
H -0.5246 3.2433 -4.6181
H 1.1020 0.6361 -4.3006
H -0.6698 0.7808 -4.0341
H 1.9735 1.7023 -1.4564
C 0.3173 0.8726 -3.5669
H 2.1134 3.3889 -2.0075
H 2.6972 2.0471 -3.0282
H 0.4004 0.0868 -2.7955
C -1.6882 3.8536 -0.6581
C -2.0626 2.4192 2.0033
H -1.9229 3.5040 2.1033
H -2.6577 2.0653 2.8580
C -2.7857 2.0597 0.7078
H -3.4127 0.1726 1.5177
C -4.1259 2.7716 0.6543
H -4.6261 2.5555 -0.2951
H -1.0768 1.9388 2.0879
H -1.9388 -0.0090 0.6184
H -4.0049 3.8537 0.7699
H -4.7542 2.4019 1.4721
C -2.9511 0.5664 0.6024
H -3.4960 0.2419 -0.2889
C 1.2459 -4.4620 0.1784
N 1.3860 -3.1309 -0.1430
H -0.0325 -5.3634 1.7311
N -0.0367 -3.2297 1.4555
H 1.8194 -5.2318 -0.3130
C 2.1536 -2.5982 -1.3089
C 3.5180 -3.2461 -1.3151
C 1.4081 -2.9100 -2.5997
H 3.4269 -4.3194 -1.5056
H 4.1184 -2.7980 -2.1104
H 4.0248 -3.0734 -0.3615
H 2.6970 -0.6512 -2.0590
H 2.7631 -0.7577 -0.2523
H 0.4072 -2.4601 -2.5892
C 2.2414 -1.0896 -1.1571
H 1.3241 -3.9914 -2.7544
H 1.9597 -2.4875 -3.4485
H 1.1802 -0.6668 -1.1603
C 0.3462 -4.5272 1.1759
C -2.4758 -2.8332 1.5466
H -2.7293 -3.8617 1.2614
H -3.2919 -2.4418 2.1665
C -1.1720 -2.8048 2.3407
H -1.7815 -1.0723 3.4538
C -1.2421 -3.7814 3.4886
H -0.2845 -3.8038 4.0196
H -2.4067 -2.2205 0.6392
H -0.7778 -0.6600 2.0580
H -1.5043 -4.7836 3.1359
H -2.0170 -3.4485 4.1833
C -0.9116 -1.4005 2.8655
H -0.0165 -1.3688 3.4952
C 0.6191 -2.3889 0.6507
C 2.6904 2.1490 2.9410
C 1.9585 2.9712 2.0823
C 1.1584 2.4159 1.0638
C 1.0486 1.0027 0.9261
C 1.8452 0.1895 1.8004
C 2.6492 0.7569 2.8008
H 3.3054 2.5971 3.7255
H 1.9886 4.0571 2.1728
H 0.6031 3.0575 0.3769
H 1.7898 -0.8930 1.6605
H 3.2331 0.1059 3.4549
```

Atom charges from the Löwdin analysis, given in e for atoms 1 to 4: atom 1 (Re): 0.807, atom 2 (Cl): 0.016, atom 3 (C): -0.111, atom 4 (C): -0.345

Molecular formula: C28H45F24O4P2Si
Method: DFT, ωB97M-V/def2-TZVPD

Summary:
Highest occupied orbital energy   -12.1 eV
Total charge   +1
2S+1   1
Lowest unoccupied orbital energy   -0.097 Ha

XYZ file:
```
104
C28H45F24O4P2Si (ωB97M-V/def2-TZVPD)
C -5.8003 -0.6072 -3.4749
C -4.4475 0.1231 -3.5401
P -4.1808 0.9880 -1.9297
C -3.3459 -0.3396 -0.9917
P -2.5781 2.4277 -2.4423
C -2.4641 2.7061 -4.2422
C -1.8867 4.0942 -4.5806
C -1.6575 4.2317 -6.0898
C -0.5706 3.2852 -6.6293
C -1.0675 2.3008 -7.6948
C -0.2451 1.0020 -7.7890
O -1.0404 -0.1511 -7.6241
C -1.2561 -0.5485 -6.2941
Si -0.5073 2.2294 -1.4698
C 0.8192 2.7630 -2.6914
C -0.5532 3.4341 -0.0312
C -0.1148 0.4894 -0.9294
H -6.6129 0.1046 -3.3162
H -5.9877 -1.1177 -4.4212
H -5.8274 -1.3511 -2.6765
H -3.6346 -0.5829 -3.7352
H -4.4736 0.8489 -4.3533
H -2.4724 -0.7595 -1.4882
H -4.0966 -1.1311 -0.9062
H -3.0774 -0.0141 0.0130
H -3.0900 3.6460 -1.9814
H -3.4902 2.6729 -4.6209
H -1.9063 1.8799 -4.6936
H -2.6116 4.8487 -4.2559
H -0.9612 4.2956 -4.0334
H -1.4173 5.2733 -6.3106
H -2.6096 4.0141 -6.5880
H 0.2716 3.8673 -7.0101
H -0.1623 2.6918 -5.7980
H -1.0833 2.7852 -8.6747
H -2.1012 2.0205 -7.4657
H 0.5612 1.0094 -7.0406
H 0.2278 0.9119 -8.7677
H -2.2335 -0.2028 -5.9260
H -0.4732 -0.1637 -5.6253
H -1.2429 -1.6389 -6.2492
H 1.6799 2.1003 -2.5543
H 1.1340 3.7931 -2.5207
H 0.5150 2.6534 -3.7349
H 0.1994 4.2084 -0.1948
H -1.5236 3.9199 0.1016
H -0.3237 2.9147 0.9001
H -0.7105 0.2314 -0.0519
H 0.9325 0.4641 -0.6157
H -0.2878 -0.2633 -1.7000
C -1.7373 -0.8981 4.5984
C -1.3250 -0.0566 3.3869
C 0.1446 0.3634 3.2710
F 0.5082 1.1805 4.2666
F 0.2778 1.0529 2.0999
F -2.1169 1.0263 3.2493
F -1.5322 -0.8517 2.2825
O -2.3581 -0.2069 5.6615
C -1.6401 0.3068 6.7085
C -1.8669 1.8190 6.8497
F -1.4794 2.4491 5.7201
F -1.1187 2.2765 7.8715
F -0.3337 0.0180 6.6165
F -2.1022 -0.2586 7.8432
H -2.5101 -1.5672 4.2210
H -0.9112 -1.5217 4.9365
H 0.8014 -0.5086 3.2431
H -2.9215 2.0244 7.0395
C 4.6049 1.2905 -0.6102
C 5.0312 -0.0119 0.0822
C 6.3838 -0.0396 0.8045
F 7.3874 0.1439 -0.0706
F 6.5333 -1.2503 1.3784
F 4.9437 -1.0443 -0.7752
F 4.1018 -0.2102 1.0712
O 4.7868 1.3643 -2.0117
C 5.9128 1.9041 -2.5777
C 6.6297 0.8932 -3.4857
F 7.0077 -0.1811 -2.7712
F 7.7274 1.4824 -3.9982
F 6.7433 2.4191 -1.6640
F 5.5128 2.9216 -3.3774
H 3.5221 1.3074 -0.4863
H 5.0052 2.1655 -0.0977
H 6.4258 0.7307 1.5789
H 5.9666 0.5812 -4.2946
C 0.0966 -7.1131 7.3877
C 1.0429 -6.4103 8.3697
C 0.5036 -5.1898 9.1249
F 0.1887 -4.2013 8.2603
F 1.4640 -4.7356 9.9537
F 2.1984 -6.0927 7.7563
F 1.3117 -7.3305 9.3412
O 0.2555 -6.7712 6.0212
C -0.4467 -5.7691 5.4352
C 0.4909 -4.7056 4.8461
F 1.2456 -4.1498 5.8071
F -0.2732 -3.7196 4.2975
F -1.3478 -5.2099 6.2582
F -1.1320 -6.2862 4.3847
H 0.3738 -8.1646 7.4381
H -0.9411 -7.0256 7.7093
H -0.3798 -5.4559 9.7104
H 1.1300 -5.1424 4.0781
```

Atom charges from the Löwdin analysis, given in e for atoms 1 to 4: atom 1 (C): -0.159, atom 2 (C): -0.485, atom 3 (P): 0.793, atom 4 (C): -0.334

Molecular formula: C28H46AlFNO14
Method: DFT, ωB97M-V/def2-TZVPD

Summary:
Highest occupied orbital energy   -4.3 eV
Total charge   -1
2S+1   1
Lowest unoccupied orbital energy   0.071 Ha

XYZ file:
```
91
C28H46AlFNO14 (ωB97M-V/def2-TZVPD)
N -1.2476 1.4059 2.5655
Al 0.2066 0.2061 2.6212
F 0.7249 0.0109 0.9473
H -1.4618 1.6539 1.6047
H -0.8986 2.2723 2.9653
H -0.1435 -1.2143 3.2825
H 1.4067 0.8589 3.4187
O -2.0304 -2.9089 0.1123
C -1.1570 -2.9631 -0.6966
O -1.4136 -3.3844 -1.9791
C -0.1950 -3.4583 -2.7301
C 0.7766 -2.5373 -2.0077
C 0.3231 -2.6525 -0.5508
H 0.1493 -4.4983 -2.7299
H -0.3948 -3.1508 -3.7540
H 1.8150 -2.8093 -2.1738
H 0.6366 -1.5113 -2.3505
H 0.8000 -3.4876 -0.0335
H 0.4848 -1.7279 0.0087
O -0.2255 5.9047 2.9243
C -1.0108 5.5919 3.7744
O -1.5919 4.3827 3.8197
C -2.5721 4.3276 4.8740
C -2.1697 5.4295 5.8505
C -1.5381 6.4568 4.9110
H -3.5503 4.5000 4.4234
H -2.5544 3.3347 5.3135
H -3.0066 5.8095 6.4330
H -1.4176 5.0519 6.5444
H -2.2778 7.1434 4.4957
H -0.7286 7.0238 5.3624
O -4.5097 4.4353 2.0144
C -3.9275 3.9406 1.0930
O -4.5004 3.0261 0.2783
C -3.5214 2.5044 -0.6411
C -2.4311 3.5707 -0.7160
C -2.4838 4.1621 0.6921
H -3.1485 1.5595 -0.2426
H -4.0105 2.3182 -1.5946
H -1.4607 3.1664 -0.9952
H -2.7065 4.3313 -1.4496
H -1.8561 3.6159 1.3966
H -2.2343 5.2188 0.7362
O 0.3534 -1.3636 -5.4735
C 1.5476 -1.3119 -5.4243
O 2.2621 -2.1077 -4.5995
C 3.6579 -1.7634 -4.6528
C 3.8421 -1.0620 -5.9965
C 2.4819 -0.3891 -6.1850
H 3.8813 -1.1118 -3.8060
H 4.2417 -2.6751 -4.5596
H 4.6873 -0.3777 -6.0070
H 3.9968 -1.8028 -6.7815
H 2.4400 0.5960 -5.7178
H 2.1731 -0.3118 -7.2233
O -0.2281 -4.2478 -9.2229
C -0.9725 -4.5466 -8.3361
O -1.5260 -5.7832 -8.2516
C -2.4563 -5.8397 -7.1545
C -2.0361 -4.7158 -6.2138
C -1.4737 -3.6840 -7.1929
H -3.4632 -5.6931 -7.5518
H -2.3975 -6.8272 -6.7041
H -2.8497 -4.3488 -5.5930
H -1.2424 -5.0635 -5.5519
H -2.2463 -3.0162 -7.5769
H -0.6665 -3.0998 -6.7624
O 3.7006 1.7170 3.8199
C 3.9889 2.1494 2.7555
O 5.2903 2.2477 2.3051
C 5.3141 2.8902 1.0261
C 3.9180 2.6922 0.4391
C 3.0461 2.6831 1.6931
H 5.5514 3.9484 1.1724
H 6.1019 2.4346 0.4280
H 3.6485 3.4546 -0.2902
H 3.8601 1.7191 -0.0509
H 2.7297 3.6855 1.9879
H 2.1754 2.0355 1.6185
O 0.8678 -0.8320 5.9486
C 0.4142 -1.9196 6.0954
O 0.6331 -2.9430 5.2295
C -0.1299 -4.0901 5.5966
C -0.4206 -3.9263 7.0887
C -0.5011 -2.4066 7.2168
H -1.0414 -4.1044 4.9940
H 0.4540 -4.9802 5.3703
H -1.3160 -4.4547 7.4122
H 0.4221 -4.3021 7.6717
H -1.5060 -2.0315 7.0169
H -0.1557 -2.0304 8.1755
```

Atom charges from the Löwdin analysis, given in e for atoms 1 to 4: atom 1 (N): -0.094, atom 2 (Al): 0.107, atom 3 (F): -0.334, atom 4 (H): -0.060